[1]
{
  "formula": "C17H17BrF3N7O2S",
  "method": "wB97M-V/def2-TZVPD",
  "smiles": "Cc1nn(CC(F)(F)F)cc1Nc1ncc(Br)c(NCc2ccc(S(N)(=O)=O)cc2)n1",
  "relative_energy_kcal_mol": 9.0,
  "energy_ev": -121457.25849,
  "lumo_ev": 0.12,
  "homo_ev": -8.3,
  "elements": ["C", "C", "N", "N", "C", "C", "F", "F", "F", "C", "C", "N", "C", "N", "C", "C", "Br", "C", "N", "C", "C", "C", "C", "C", "S", "N", "O", "O", "C", "C", "N", "H", "H", "H", "H", "H", "H", "H", "H", "H", "H", "H", "H", "H", "H", "H", "H", "H"],
  "xyz": [[0.901453, 1.953725, -6.138108], [0.618188, 2.874825, -4.948805], [0.792516, 4.204193, -4.887746], [1.082334, 4.694178, -3.635268], [1.232440, 6.146574, -3.236320], [0.754234, 6.633604, -1.817157], [0.670606, 8.034042, -1.751872], [1.550391, 6.224727, -0.865817], [-0.521432, 6.203382, -1.657070], [0.934279, 3.471385, -2.752652], [0.697334, 2.469476, -3.571887], [0.654126, 1.137606, -3.045931], [1.053990, 0.714319, -1.816393], [2.272800, 1.121795, -1.520815], [2.670439, 0.797818, -0.328456], [1.927439, -0.002017, 0.505389], [2.332503, -0.176086, 2.383638], [0.875838, -0.654037, -0.038552], [0.314918, -1.635560, 0.661514], [-1.107549, -1.770675, 0.857899], [-1.406231, -2.638083, 2.057811], [-1.352121, -2.169840, 3.420668], [-1.706282, -3.020422, 4.533174], [-1.973773, -4.358758, 4.288507], [-2.423321, -5.615716, 5.571533], [-1.157602, -5.613817, 6.551123], [-3.716033, -5.487779, 6.266839], [-2.304524, -6.937902, 4.925670], [-2.030324, -4.821794, 3.037863], [-1.746543, -4.019129, 1.902562], [0.404748, -0.298091, -1.257905], [0.896537, 2.516904, -7.092863], [1.847987, 1.355753, -6.140219], [0.043580, 1.191060, -6.084215], [2.280459, 6.355865, -3.377589], [0.682604, 6.750618, -4.054651], [1.075462, 3.453883, -1.742613], [-0.024663, 0.628300, -3.500324], [3.538291, 1.315585, 0.000653], [0.815450, -1.970741, 1.479987], [-1.482742, -0.797362, 1.161516], [-1.586237, -2.031804, -0.047013], [-1.093835, -1.104269, 3.518635], [-1.754561, -2.738595, 5.534662], [-0.387565, -5.545263, 5.917924], [-1.269633, -6.495864, 7.010851], [-2.084702, -5.882792, 2.803546], [-1.791276, -4.463221, 0.918280]],
  "forces_ev_per_angstrom": [[-1.9, -0.4, 0.0], [2.3, 1.5, 2.3], [0.7, 1.7, -1.4], [-1.9, -4.6, 2.1], [-1.0, 0.1, -2.4], [-1.4, 0.7, -2.6], [0.6, -2.1, -0.3], [0.0, -0.2, 0.7], [0.8, 0.0, 0.7], [0.5, 5.0, -3.2], [0.3, -2.8, 0.4], [-0.2, 1.7, -1.1], [0.6, -1.5, -2.1], [0.2, 1.2, 0.2], [0.2, 0.5, 1.3], [2.0, 0.8, 1.3], [0.2, 0.1, -0.7], [-1.0, 0.1, -1.3], [-0.5, -2.1, 1.0], [0.0, 1.0, 1.4], [-0.6, -2.5, 1.4], [-0.6, -0.6, -0.4], [0.8, 0.5, -2.7], [-0.8, 0.3, 2.1], [-3.2, -3.2, -1.6], [0.0, 2.1, 1.2], [2.5, 1.2, -0.9], [-0.3, 1.6, -0.3], [1.0, -1.2, -4.0], [0.1, 1.5, 1.3], [-0.5, 0.2, 1.2], [-0.3, -0.4, 0.6], [-0.6, 0.8, 0.7], [1.2, 0.9, -0.7], [0.4, 0.4, 0.3], [0.7, -0.9, 1.5], [0.4, 0.3, 2.3], [-1.8, -1.6, -0.6], [0.9, 0.0, 0.4], [0.1, 0.5, -0.4], [-0.3, 0.5, -0.3], [-0.7, -0.7, -0.8], [-0.2, -0.6, 0.5], [0.2, 1.1, 1.4], [1.0, -0.4, 0.1], [0.6, -0.6, 0.5], [-0.6, 0.1, 0.5], [0.0, 0.0, 0.0]]
}

---

[2]
{
  "formula": "C33H28F3N4PPdS2",
  "method": "wB97M-V/def2-TZVPD",
  "charge": 2,
  "energy_ev": -83208.97462,
  "lumo_ev": [-7.39, -7.19],
  "homo_ev": [-13.3, -13.4],
  "elements": ["Pd", "C", "N", "C", "C", "N", "C", "S", "C", "C", "C", "C", "C", "N", "H", "H", "H", "H", "H", "H", "H", "H", "H", "F", "C", "F", "F", "C", "C", "C", "C", "N", "C", "S", "H", "H", "H", "C", "C", "C", "C", "C", "C", "P", "C", "C", "C", "C", "C", "C", "C", "C", "C", "C", "C", "C", "H", "H", "H", "H", "H", "H", "H", "H", "H", "H", "H", "H", "H", "H", "H", "H"],
  "xyz": [[-0.694083, 0.296163, -0.456459], [-0.949113, -4.244891, 2.771491], [-2.012793, -3.362961, 2.343617], [-3.331457, -3.522335, 2.691166], [-4.053181, -2.544537, 2.135059], [-3.231987, -1.702879, 1.398349], [-1.880916, -2.205740, 1.509137], [-0.453003, -1.643873, 0.859963], [-3.609665, -0.550216, 0.658006], [-4.942560, -0.136723, 0.606610], [-5.289221, 0.999622, -0.127683], [-4.302163, 1.704105, -0.797909], [-3.006753, 1.238193, -0.702981], [-2.653751, 0.141542, 0.002312], [-1.342040, -5.046530, 3.403566], [-0.209349, -3.667662, 3.333712], [-0.467456, -4.679022, 1.890532], [-3.669737, -4.332551, 3.319442], [-5.117543, -2.404214, 2.227041], [-5.730425, -0.670492, 1.121587], [-6.323952, 1.327636, -0.172460], [-4.533683, 2.590153, -1.377364], [-2.186816, 1.744322, -1.204390], [0.740264, -3.646241, -4.705405], [0.616792, -2.276293, -4.652619], [1.878199, -1.823595, -4.434047], [0.354224, -1.933446, -5.961312], [-0.521643, -1.870974, -3.756941], [-1.802396, -2.346016, -4.128610], [-2.931470, -2.044671, -3.377028], [-2.756120, -1.267036, -2.254811], [-1.561040, -0.794096, -1.858881], [-0.462445, -1.096473, -2.604427], [1.004756, -0.438124, -1.995578], [-1.907160, -2.960439, -5.020562], [-3.911585, -2.405658, -3.658851], [-3.589021, -0.990222, -1.618463], [3.596914, 3.782695, -2.870122], [2.602522, 4.327904, -2.066017], [1.957635, 3.531973, -1.113890], [2.311662, 2.183044, -0.921833], [3.307513, 1.653703, -1.757104], [3.944751, 2.444113, -2.720570], [1.398990, 1.162849, 0.292696], [1.251846, 2.239637, 1.752995], [0.051417, 2.201564, 2.481909], [-0.143440, 3.025187, 3.594163], [0.861919, 3.898329, 3.999376], [2.059931, 3.950070, 3.292049], [2.251084, 3.130516, 2.175758], [2.574960, -0.145017, 0.769482], [3.444004, -0.080110, 1.866647], [4.313702, -1.135127, 2.166461], [4.327164, -2.279836, 1.375974], [3.463347, -2.375694, 0.290611], [2.591563, -1.322739, -0.003021], [4.092624, 4.395412, -3.618061], [2.317864, 5.370635, -2.181881], [1.167023, 3.986450, -0.519434], [3.604165, 0.610868, -1.687924], [4.708698, 2.006577, -3.357603], [-0.753350, 1.531326, 2.184365], [-1.082284, 2.984495, 4.139886], [0.711126, 4.538973, 4.864115], [2.847847, 4.630406, 3.605068], [3.196421, 3.195295, 1.640163], [3.466348, 0.785284, 2.520333], [4.978379, -1.058545, 3.023378], [5.004520, -3.096709, 1.609720], [3.462898, -3.268901, -0.328228], [1.923272, -1.429222, -0.856435], [-0.972743, 1.190767, 0.952164]],
  "forces_ev_per_angstrom": [[2.7, 1.3, 1.7], [0.8, 0.1, -0.2], [-0.3, 2.5, -1.7], [-0.1, 0.1, -0.1], [-1.2, 0.0, 0.2], [2.6, -0.3, -0.3], [-1.9, -1.6, 1.5], [0.6, -2.8, 2.0], [0.6, -0.1, 0.5], [-0.3, 0.4, -0.3], [0.1, -0.6, 0.4], [0.3, 0.0, -0.1], [-1.5, 0.6, 0.1], [-3.1, 1.8, 1.4], [-0.1, 0.3, -0.2], [0.0, -0.2, -0.1], [0.0, 0.0, 0.2], [0.1, 0.1, -0.1], [0.1, 0.1, -0.1], [0.2, -0.1, 0.0], [0.1, -0.1, 0.1], [0.1, -0.1, 0.1], [-0.5, 0.2, -0.1], [-0.4, 1.1, 0.6], [1.5, -1.4, -2.6], [-1.4, 0.2, 0.8], [-0.2, 0.1, 1.4], [-1.5, -0.5, -0.1], [0.9, 0.0, -0.2], [0.5, 0.1, 0.1], [-0.2, 0.3, 0.6], [0.9, -2.0, -3.8], [-0.1, -0.4, -0.9], [-2.0, 2.0, -2.3], [0.1, 0.1, 0.1], [0.1, 0.1, 0.1], [0.0, -0.2, -0.5], [0.0, -0.1, 0.0], [-0.2, -0.3, 0.3], [-0.1, 0.1, 0.0], [-0.2, 0.5, -0.6], [0.2, -0.1, -0.2], [-0.3, -0.1, 0.3], [1.3, 1.2, 0.6], [-1.2, 0.2, 0.5], [1.0, 1.0, 0.5], [-0.1, -0.3, -0.2], [0.1, -0.1, -0.1], [-0.2, -0.3, -0.2], [0.2, -0.1, 0.0], [-0.3, -1.3, -0.4], [0.1, 0.2, 0.3], [-0.3, 0.2, -0.3], [0.0, 0.0, 0.0], [-0.1, 0.5, 0.1], [1.0, -0.7, 0.9], [-0.1, -0.1, 0.1], [0.0, -0.2, 0.1], [0.1, -0.1, 0.0], [0.0, 0.1, 0.2], [-0.1, 0.0, 0.2], [-0.1, -0.1, 0.5], [0.2, 0.0, -0.1], [0.0, -0.1, -0.2], [-0.1, -0.1, -0.1], [-0.2, 0.0, 0.0], [-0.1, 0.0, -0.1], [-0.2, 0.1, -0.2], [-0.1, 0.1, 0.0], [0.0, 0.1, 0.1], [1.1, -0.9, 1.6], [1.2, -0.6, -1.7]]
}

---

[3]
{
  "formula": "C20H19ClLuN7O4S3",
  "method": "wB97M-V/def2-TZVPD",
  "charge": 1,
  "spin_multiplicity": 2,
  "relative_energy_kcal_mol": 54.6,
  "energy_ev": -118302.80828,
  "lumo_ev": [-4.13, -4.13],
  "homo_ev": [-8.1, -9.3],
  "elements": ["Lu", "C", "C", "N", "N", "C", "N", "S", "C", "C", "C", "C", "C", "N", "H", "H", "H", "H", "H", "H", "H", "H", "H", "H", "O", "Cl", "O", "O", "O", "S", "C", "N", "C", "C", "C", "C", "H", "H", "H", "H", "H", "S", "C", "N", "C", "C", "C", "C", "C", "N", "C", "H", "H", "H", "H"],
  "xyz": [[0.003603, 0.303269, 0.430288], [-1.244992, -3.718220, -1.886530], [-0.598130, -2.717773, -0.908522], [-0.679244, -1.392667, -1.169907], [-1.755676, -1.090362, -1.972314], [-2.793173, -0.299113, -1.554541], [-3.675509, -0.049718, -2.494898], [-2.833767, 0.237502, 0.020875], [0.125175, -3.097981, 0.239431], [0.600019, -4.429747, 0.310409], [1.297867, -4.899681, 1.425497], [1.511626, -3.986614, 2.480275], [0.922272, -2.721148, 2.317022], [0.488551, -2.196511, 1.155630], [-1.545898, -3.139762, -2.815558], [-2.166683, -4.142667, -1.429925], [-0.588043, -4.555224, -2.105187], [-1.590891, -1.323972, -2.990548], [-3.768009, -0.588008, -3.358075], [-4.469281, 0.548883, -2.335990], [0.424749, -5.139313, -0.484554], [1.699387, -5.880249, 1.528348], [2.167987, -4.230733, 3.304391], [0.868319, -2.096932, 3.214364], [0.914152, 1.573378, 2.218334], [-0.077754, 1.088851, 3.284902], [0.633576, 0.313444, 4.317143], [-0.943151, 0.261406, 2.428479], [-0.750626, 2.260433, 3.822156], [0.689050, 4.400728, 0.616201], [-0.975551, 4.958688, 0.208553], [-2.090464, 4.507924, 0.850333], [-3.340123, 5.130082, 0.657063], [-3.468162, 6.124021, -0.307592], [-2.325972, 6.550646, -1.057370], [-1.057452, 5.959886, -0.767967], [-2.018225, 3.779668, 1.542407], [-4.169035, 4.801813, 1.285077], [-4.405106, 6.528099, -0.558652], [-2.397438, 7.144080, -2.005077], [-0.141790, 6.198923, -1.333423], [0.189413, 2.258612, -1.609867], [0.497548, 2.942580, -0.217791], [3.258804, -3.592314, -3.061526], [3.230704, -2.829864, -2.217883], [3.321968, -1.922029, -1.094717], [4.409481, -2.024757, -0.153451], [4.476190, -1.096680, 0.881905], [3.457325, -0.104579, 0.980659], [2.435385, -0.017763, 0.070787], [2.504701, -0.817456, -0.987454], [5.190762, -2.740360, -0.258976], [5.252827, -1.197023, 1.645441], [3.415563, 0.627897, 1.799587], [1.883143, -0.461596, -1.897259]],
  "forces_ev_per_angstrom": [[0.6, -0.4, -1.1], [-0.5, 1.1, 0.3], [0.0, -0.5, -0.7], [0.1, 0.7, 1.2], [-0.6, 0.9, -1.8], [2.7, -1.8, -0.9], [-2.0, 0.5, -1.6], [0.0, 0.8, 0.8], [0.6, -1.6, -2.2], [0.5, -1.6, 1.4], [-0.3, 1.9, -0.6], [-0.9, 0.6, -1.0], [1.6, 0.0, 1.0], [-1.1, 1.1, 1.6], [0.5, -1.4, 1.0], [0.4, 0.3, -0.4], [0.0, 0.1, -0.3], [-0.8, 0.8, 1.6], [0.5, 0.1, 0.6], [0.2, 0.0, 0.4], [-0.2, 0.2, -0.1], [0.1, -0.7, -0.4], [-0.6, 0.1, 0.4], [0.4, 0.3, -0.5], [-0.9, -0.9, 1.6], [3.3, 1.7, 1.2], [-1.9, 1.3, -2.1], [-1.2, -0.4, 1.2], [0.4, -2.0, -0.7], [-1.9, 0.2, 0.4], [0.9, 1.3, -0.2], [-1.0, 2.0, -0.8], [1.5, -0.1, -0.6], [2.2, -0.7, 0.1], [1.1, -1.7, -0.5], [-1.9, 0.3, -0.5], [0.2, -0.2, 0.4], [0.4, -0.1, -0.3], [-1.1, 0.4, 0.1], [-0.2, -0.1, 1.4], [-0.7, 0.0, 0.5], [-1.2, 0.0, -1.8], [1.2, -2.5, 1.7], [-0.2, -0.9, -1.1], [0.3, 1.2, 1.5], [1.9, 0.0, 0.6], [-1.8, 1.0, -0.3], [-1.0, 0.5, -0.1], [-0.5, -0.8, -0.3], [1.8, 0.3, 1.0], [-1.4, 0.4, -2.2], [0.2, -0.7, -0.1], [-0.2, 0.4, -0.4], [0.0, -0.5, -0.3], [0.6, -1.1, 1.7]]
}